one:
ORCA calculation (wB97M-V/def2-TZVPD) on one molecule with the formula C2H6N4.

The geometry in XYZ format:
```
12
C2H6N4, DFT wB97M-V/def2-TZVPD
H 2.129 0.963 -0.527
N 1.394 0.676 0.093
C 0.281 0.181 -0.475
N -0.031 0.214 -1.785
C -0.581 -0.236 0.454
N 0.104 -0.476 1.704
N -1.698 -0.519 0.036
H -2.097 -1.270 0.585
H -0.746 -0.299 -2.172
H 0.636 0.894 -2.355
H 0.968 0.238 1.646
H -0.359 -0.365 2.794
```

Results
2S+1	1
LUMO energy	0.6	eV
HOMO energy	-9.079	eV
structure (SMILES)	[H]/N=C(N)/C(N)=N/[H]

=====

two:
ORCA calculation (wB97M-V/def2-TZVPD) on one molecule with the formula C2H6N4.

The geometry in XYZ format:
```
12
C2H6N4, DFT wB97M-V/def2-TZVPD
H -1.480 1.879 -0.202
N -1.897 1.195 0.422
C -1.216 0.160 0.670
N -0.015 -0.283 0.092
N 0.562 -1.416 0.632
C 0.693 0.391 -0.834
N 1.942 0.127 -1.126
H 2.184 0.789 -1.866
H -1.596 -0.556 1.410
H 0.813 -1.300 1.594
H -0.053 -2.212 0.493
H 0.064 1.226 -1.287
```

Results
2S+1	1
LUMO energy	0.8	eV
HOMO energy	-9.314	eV
structure (SMILES)	[H]/N=C\N(N)/C=N/[H]

=====

How far above the most stable structure does each one sit? In kJ/mol: one 66.2; two 0.0.

=====

one:
ORCA calculation (wB97M-V/def2-TZVPD) on one molecule with the formula C2H6N4.

The geometry in XYZ format:
```
12
C2H6N4, DFT wB97M-V/def2-TZVPD
H -1.499 0.782 0.418
N -0.928 1.615 0.117
C 0.301 1.289 -0.149
N 0.561 -0.127 0.021
N 1.932 -0.377 0.029
C -0.447 -1.063 0.107
N -1.688 -0.886 -0.126
H -2.384 -1.582 -0.218
H 1.235 1.950 -0.342
H 2.024 -1.022 0.752
H 2.300 -1.029 -0.712
H 0.060 -2.024 0.073
```

Results
2S+1	1
LUMO energy	0.7	eV
HOMO energy	-8.924	eV
structure (SMILES)	[H]/N=C\N(N)/C=N/[H]

=====

two:
ORCA calculation (wB97M-V/def2-TZVPD) on one molecule with the formula C2H6N4.

The geometry in XYZ format:
```
12
C2H6N4, DFT wB97M-V/def2-TZVPD
H -1.684 1.825 -1.723
N -1.564 0.853 -1.914
C -0.942 0.162 -1.071
N -0.207 0.603 0.026
C 0.688 -0.224 0.757
N 0.331 -1.598 0.646
N 1.715 0.206 1.390
H 1.894 1.161 1.200
H -0.825 -0.932 -1.217
H -0.168 1.606 0.246
H -0.655 -1.650 1.071
H 1.031 -2.081 1.265
```

Results
2S+1	1
LUMO energy	0.7	eV
HOMO energy	-9.432	eV
structure (SMILES)	[H]/N=C\N/C(N)=N\[H]

=====

How far above the most stable structure does each one sit? In kJ/mol: one 247.8; two 0.0.

=====

one:
ORCA calculation (wB97M-V/def2-TZVPD) on one molecule with the formula C2H6N4.

The geometry in XYZ format:
```
12
C2H6N4, DFT wB97M-V/def2-TZVPD
N -2.769 -1.913 -1.077
C -1.966 -1.167 -0.700
N -1.160 -0.170 -0.275
C 0.228 -0.468 -0.622
N 1.024 0.758 -0.153
N 1.170 0.854 1.277
H -1.186 0.087 0.716
H 0.619 -1.352 -0.107
H 0.368 -0.543 -1.704
H 0.485 1.544 -0.530
H 2.110 0.554 1.557
H 1.080 1.815 1.619
```

Results
2S+1	1
LUMO energy	0.8	eV
HOMO energy	-8.918	eV
structure (SMILES)	N#CNCNN

=====

two:
ORCA calculation (wB97M-V/def2-TZVPD) on one molecule with the formula C2H6N4.

The geometry in XYZ format:
```
12
C2H6N4, DFT wB97M-V/def2-TZVPD
H 1.805 2.013 0.125
N 0.982 1.425 -0.025
C 1.029 0.077 0.015
N 2.128 -0.791 -0.131
C -0.297 -0.609 -0.132
N -1.320 0.198 0.059
N -2.563 -0.120 0.162
H 1.989 -1.273 1.011
H 3.211 -0.532 0.137
H -0.298 -1.791 -0.161
H -3.058 0.760 -0.538
H -2.632 -0.956 -0.331
```

Results
2S+1	1
LUMO energy	0.6	eV
HOMO energy	-8.710	eV
structure (SMILES)	[H]/N=C(N)/C=N/N

=====

How far above the most stable structure does each one sit? In kJ/mol: one 0.0; two 273.9.

=====

one:
ORCA calculation (wB97M-V/def2-TZVPD) on an isolated ion of composition C7H12 and charge -1.

The geometry in XYZ format:
```
19
C7H12, DFT wB97M-V/def2-TZVPD
C 1.852 1.088 -1.110
C 1.048 0.672 0.104
C 1.092 1.430 1.203
C -1.295 0.219 0.085
C -0.076 -0.322 0.012
C 0.351 -1.738 -0.210
C -2.500 -0.686 0.311
H 1.720 0.685 -2.110
H 1.564 2.142 -1.306
H 2.911 1.028 -0.826
H 0.416 1.204 2.013
H 1.851 2.195 1.386
H -1.653 1.241 0.005
H 0.110 -2.436 0.601
H -0.422 -2.231 -0.885
H 1.416 -1.840 -0.336
H -3.011 -0.693 -0.675
H -2.232 -1.686 0.647
H -3.141 -0.272 1.091
```

Results
2S+1	2
LUMO energy (spin up / spin down)	4.1 / 4.1	eV
expectation value of S²	0.7508
total charge	-1
HOMO energy (spin up / spin down)	1.347 / -4.996	eV

=====

two:
ORCA calculation (wB97M-V/def2-TZVPD) on an isolated ion of composition C7H12 and charge -1.

The geometry in XYZ format:
```
19
C7H12, DFT wB97M-V/def2-TZVPD
C -0.816 0.790 2.337
C -1.183 0.405 0.891
C -0.278 -0.608 0.269
C 0.724 -0.257 -0.653
C 0.812 0.884 -1.474
C 1.624 1.033 -2.576
C -0.596 -2.049 0.588
H -0.364 -0.075 2.837
H -0.058 1.585 2.320
H -1.670 1.190 2.890
H -1.167 1.330 0.299
H -2.233 0.077 0.805
H 1.506 -0.987 -0.894
H 0.223 1.739 -1.144
H 1.707 1.983 -3.093
H 2.254 0.229 -2.941
H -0.154 -2.708 -0.161
H -0.246 -2.359 1.581
H -1.690 -2.180 0.559
```

Results
2S+1	2
LUMO energy (spin up / spin down)	4.3 / 4.1	eV
expectation value of S²	0.7707
total charge	-1
HOMO energy (spin up / spin down)	0.353 / -2.316	eV

=====

How far above the most stable structure does each one sit? In kJ/mol: one 129.2; two 0.0.

=====

one:
ORCA calculation (wB97M-V/def2-TZVPD) on a 2-piece molecular cluster, C2H2N3O overall.

The geometry in XYZ format:
```
8
C2H2N3O, DFT wB97M-V/def2-TZVPD
C 0.443 0.506 1.418
C -0.031 0.571 0.086
N 0.957 0.217 2.408
N -0.580 1.289 -0.724
N -0.305 -1.392 -0.576
O -1.004 1.960 -1.549
H 0.338 -1.537 -1.376
H 0.183 -1.615 0.313
```

Results
2S+1	1
LUMO energy (spin up / spin down)	-9.4 / -9.2	eV
total charge	+1
HOMO energy (spin up / spin down)	-17.152 / -17.152	eV

=====

two:
ORCA calculation (wB97M-V/def2-TZVPD) on an isolated ion of composition C2H2N3O and charge +1.

The geometry in XYZ format:
```
8
C2H2N3O, DFT wB97M-V/def2-TZVPD
N 2.053 2.370 -0.038
C 1.841 1.268 0.091
N 1.445 -0.072 0.037
N 0.036 -0.290 0.283
C 2.528 -0.815 0.056
O 3.564 -1.250 -0.055
H -0.440 0.605 0.522
H -0.467 -0.817 -0.492
```

Results
2S+1	1
LUMO energy	-7.0	eV
total charge	+1
HOMO energy	-16.473	eV
structure (SMILES)	N#C[N+](N)=C=O

=====

How far above the most stable structure does each one sit? In kJ/mol: one 329.7; two 0.0.

=====

one:
ORCA calculation (wB97M-V/def2-TZVPD) on a 2-piece molecular cluster, C4H8NS overall.

The geometry in XYZ format:
```
14
C4H8NS, DFT wB97M-V/def2-TZVPD
C 1.853 -0.116 0.659
C 1.803 1.186 0.223
C 0.911 -0.923 -0.168
C 0.798 1.277 -0.756
N 0.391 0.031 -1.075
S -2.675 -0.337 0.394
H 2.508 -0.631 1.368
H 2.481 2.024 0.619
H 1.484 -1.610 -0.754
H 0.162 -1.406 0.428
H 0.499 2.250 -1.249
H -3.904 0.248 0.045
H -0.418 -0.319 -1.567
H -3.184 -0.722 1.586
```

Results
2S+1	1
LUMO energy	-5.4	eV
total charge	+1
HOMO energy	-13.310	eV

=====

two:
ORCA calculation (wB97M-V/def2-TZVPD) on a 2-piece molecular cluster, C4H8NS overall.

The geometry in XYZ format:
```
14
C4H8NS, DFT wB97M-V/def2-TZVPD
C 0.431 1.148 -0.040
C 1.436 -1.207 -0.299
C 2.476 -0.315 0.155
C -2.984 0.367 -0.402
N 1.168 0.154 -0.004
S -3.947 -0.135 0.880
H -0.645 0.964 -0.277
H 1.380 -1.381 -1.313
H 0.904 -1.907 0.237
H 2.826 -0.312 1.137
H 3.264 -0.056 -0.536
H -2.030 -0.310 -0.331
H 0.615 2.240 0.024
H -4.895 0.751 0.769
```

Results
2S+1	1
LUMO energy	-5.0	eV
total charge	+1
HOMO energy	-12.319	eV

=====

three:
ORCA calculation (wB97M-V/def2-TZVPD) on an isolated ion of composition C4H8NS and charge +1.

The geometry in XYZ format:
```
14
C4H8NS, DFT wB97M-V/def2-TZVPD
C 2.535 -0.271 -0.557
C 1.817 0.905 0.052
S 0.346 1.063 -1.052
C -0.796 0.258 -0.279
C -2.163 0.377 0.429
N -3.103 -0.643 0.574
H 1.646 -1.033 -0.747
H 3.000 -0.042 -1.598
H 3.289 -0.565 0.217
H 2.310 1.955 -0.049
H 1.441 0.807 1.129
H -3.434 -0.593 1.541
H -2.904 -1.731 0.280
H -3.985 -0.488 0.061
```

Results
2S+1	1
LUMO energy (spin up / spin down)	-5.1 / -5.1	eV
total charge	+1
HOMO energy (spin up / spin down)	-13.400 / -13.400	eV
structure (SMILES)	CCSC#C[NH3+]

=====

How far above the most stable structure does each one sit? In kJ/mol: one 0.0; two 466.6; three 474.5.

=====

one:
ORCA calculation (wB97M-V/def2-TZVPD) on C4H8NS as an isolated structure.

The geometry in XYZ format:
```
14
C4H8NS, DFT wB97M-V/def2-TZVPD
C -0.709 -1.844 -0.299
C -1.011 -0.673 0.557
C -1.959 0.328 0.130
C 2.501 1.133 -0.191
N 0.190 -0.992 -0.084
S 2.432 -0.569 -0.700
H -0.829 -2.713 -0.966
H -1.132 -0.808 1.611
H -2.973 -0.055 0.241
H -1.724 0.699 -0.915
H -1.938 1.186 0.661
H 1.462 1.196 0.305
H 2.438 1.865 -1.020
H 3.251 1.249 0.669
```

Results
2S+1	1
LUMO energy (spin up / spin down)	-7.1 / -7.1	eV
total charge	+1
HOMO energy (spin up / spin down)	-14.615 / -14.615	eV

=====

two:
ORCA calculation (wB97M-V/def2-TZVPD) on a 2-piece molecular cluster, C4H8NS overall.

The geometry in XYZ format:
```
14
C4H8NS, DFT wB97M-V/def2-TZVPD
C 2.987 -0.975 0.119
C 2.447 0.214 0.087
C -2.722 0.223 -0.690
C -2.367 0.626 0.636
N -2.475 -0.651 0.479
S 0.848 0.875 -0.260
H 4.018 -1.095 0.354
H 2.382 -1.854 0.091
H 3.134 1.142 0.322
H -3.677 0.475 -0.991
H -1.853 0.118 -1.328
H -1.993 1.259 1.330
H -2.915 -1.491 0.769
H 0.972 1.904 0.577
```

Results
2S+1	1
LUMO energy	-6.2	eV
total charge	+1
HOMO energy	-12.277	eV

=====

How far above the most stable structure does each one sit? In kJ/mol: one 38.1; two 0.0.

=====

one:
ORCA calculation (wB97M-V/def2-TZVPD) on an isolated ion of composition C4H8NS and charge +1.

The geometry in XYZ format:
```
14
C4H8NS, DFT wB97M-V/def2-TZVPD
C 1.607 -0.102 -0.373
C -0.875 0.923 1.476
C -0.871 -1.040 -0.197
C 0.711 0.979 -0.666
N 0.237 -0.404 -0.985
S -0.525 -0.723 1.626
H 2.554 -0.438 -0.883
H 1.473 -0.361 0.720
H -0.766 1.314 2.442
H -1.672 1.291 0.923
H -1.820 -0.533 -0.536
H -0.896 -2.131 -0.457
H 0.548 1.920 -1.136
H 0.294 -0.694 -1.954
```

Results
2S+1	1
LUMO energy (spin up / spin down)	-5.0 / -4.7	eV
total charge	+1
HOMO energy (spin up / spin down)	-12.674 / -13.417	eV

=====

two:
ORCA calculation (wB97M-V/def2-TZVPD) on C4H8NS as an isolated structure.

The geometry in XYZ format:
```
14
C4H8NS, DFT wB97M-V/def2-TZVPD
C 2.979 0.473 -0.803
C 1.100 0.043 -0.945
C -0.217 -0.445 -0.267
C -2.397 0.027 0.744
N -1.142 0.368 0.051
S 3.651 -0.317 0.493
H 0.953 1.190 -0.935
H 1.364 -0.424 -1.897
H -0.264 -1.585 -0.210
H -2.234 0.644 1.719
H -3.275 0.425 0.154
H -2.343 -1.071 0.855
H -0.749 1.342 -0.047
H 2.571 -0.671 1.088
```

Results
2S+1	1
LUMO energy	-5.1	eV
total charge	+1
HOMO energy	-13.512	eV

=====

How far above the most stable structure does each one sit? In kJ/mol: one 0.0; two 83.3.